No. 1
Below is a structure of composition C35H28CoF3N4O2SSb, with properties calculated with ωB97M-V/def2-TZVPD.

Cartesian coordinates (Å):
Co (0.62818, 0.74743, 0.08414)
N (-2.35028, 5.69245, 5.14302)
C (-1.69433, 4.66592, 4.53914)
C (-0.39675, 4.31351, 4.94984)
C (0.26372, 3.26459, 4.35867)
C (-0.36119, 2.54958, 3.33480)
C (-1.64518, 2.88201, 2.91317)
C (-2.30734, 3.93081, 3.51420)
S (0.50343, 1.24938, 2.61282)
O (-0.47856, 0.53839, 1.71810)
O (1.14109, 0.43947, 3.60151)
N (1.52758, 1.84175, 1.49537)
C (2.72565, 1.10138, 1.36001)
N (2.59189, 0.15768, 0.39656)
C (3.65547, -0.58140, 0.10059)
C (4.84845, -0.39147, 0.77059)
C (4.87000, 0.58877, 1.75372)
N (3.81275, 1.34972, 2.05091)
H (-1.88727, 6.26725, 5.82198)
H (-3.24323, 6.00032, 4.80637)
H (0.07925, 4.87206, 5.74577)
H (1.25817, 2.99023, 4.68604)
H (-2.12101, 2.31275, 2.12721)
H (-3.31086, 4.18810, 3.19986)
H (3.53955, -1.33716, -0.66658)
H (5.72123, -0.98476, 0.54485)
H (5.76847, 0.77687, 2.32915)
F (1.63529, -4.33162, -5.88942)
C (1.16847, -3.69970, -4.80654)
C (-0.01081, -4.14155, -4.23569)
C (-0.49178, -3.48087, -3.11591)
C (0.20292, -2.39533, -2.58081)
C (1.38721, -1.97713, -3.18406)
C (1.88162, -2.62893, -4.30518)
Sb (-0.48587, -1.39819, -0.86259)
C (-0.48778, -2.96259, 0.55415)
C (0.02526, -4.21332, 0.21649)
C (0.05484, -5.23798, 1.15104)
C (-0.43406, -4.98766, 2.41715)
F (-0.40887, -5.97369, 3.32425)
C (-0.94313, -3.75809, 2.78657)
C (-0.96195, -2.73940, 1.84707)
C (-2.52198, -1.08571, -1.33441)
C (-3.43141, -0.85819, -0.30087)
C (-4.75860, -0.57114, -0.57853)
C (-5.15422, -0.50049, -1.90045)
F (-6.43507, -0.21874, -2.17391)
C (-4.28025, -0.70582, -2.94781)
C (-2.95422, -0.99894, -2.65605)
H (-0.53102, -4.98604, -4.66653)
H (-1.41301, -3.82305, -2.65897)
H (1.92576, -1.12174, -2.79156)
H (2.79739, -2.32137, -4.79151)
H (0.40723, -4.40291, -0.77901)
H (0.44695, -6.21655, 0.91052)
H (-1.30499, -3.60825, 3.79437)
H (-1.33349, -1.76743, 2.14102)
H (-3.11517, -0.91256, 0.73463)
H (-5.48384, -0.40545, 0.20633)
H (-4.63828, -0.63845, -3.96598)
H (-2.26308, -1.16279, -3.47396)
C (-0.58446, 2.00747, -0.75968)
C (0.57616, 2.17354, -1.61955)
C (1.63483, 3.02626, -1.24737)
C (2.80872, 3.05919, -1.97580)
C (2.95606, 2.24161, -3.09196)
C (1.92648, 1.39349, -3.48411)
C (0.75421, 1.35422, -2.75198)
H (-1.47523, 1.57709, -1.20763)
H (-0.79305, 2.82773, -0.07861)
H (1.51290, 3.65913, -0.37857)
H (3.60866, 3.72407, -1.67954)
H (3.87353, 2.27444, -3.66523)
H (2.03521, 0.77133, -4.36256)
H (-0.06305, 0.71646, -3.07308)

## Properties
Net charge   +1
Largest force on an atom   0.6 eV Å⁻¹
LUMO (alpha / beta)   -3.2 / -3.9 eV
Energy above the lowest of the compared OMol25 structures with the same formula, charge and spin   0.00 kJ/mol
HOMO energy (alpha / beta)   -10.796 / -10.803 eV
Frontier orbital gap (alpha / beta)   7.594 / 6.906 eV

No. 2
Below is a structure of composition C35H28F12NNaO4S, with properties calculated with ωB97M-V/def2-TZVPD.

Cartesian coordinates (Å):
Na (0.08892, -1.09391, -1.36924)
C (4.46034, 2.86063, 2.51910)
C (3.35651, 2.48890, 1.56370)
C (2.06836, 3.00157, 1.69927)
C (1.06493, 2.60356, 0.85024)
C (1.25351, 1.65314, -0.19118)
N (0.19822, 1.20729, -0.92426)
C (-0.79116, 2.07576, -1.27934)
C (-0.44536, 3.42594, -1.58267)
C (-1.33871, 4.36531, -2.03323)
C (-2.67668, 4.03452, -2.23705)
C (-3.66878, 5.02926, -2.78037)
C (-3.03847, 2.72576, -1.96370)
C (-2.16883, 1.73726, -1.49001)
C (-2.76878, 0.31617, -1.24124)
O (-1.97507, -0.60925, -0.71885)
C (-3.28142, -0.24768, -2.61919)
F (-4.25183, 0.45970, -3.26152)
F (-2.25294, -0.33510, -3.47935)
F (-3.78609, -1.49335, -2.49450)
C (-4.00783, 0.42570, -0.27144)
F (-5.10192, 1.11531, -0.69862)
F (-4.48871, -0.79405, 0.05898)
F (-3.63719, 1.00755, 0.88644)
C (2.58655, 1.15253, -0.35837)
C (3.57464, 1.59369, 0.52359)
C (2.90026, 0.14680, -1.51557)
O (2.26873, -1.01840, -1.44834)
C (2.59807, 0.90074, -2.90109)
F (2.64220, 2.25023, -2.80795)
F (3.48661, 0.59688, -3.89308)
F (1.40482, 0.57642, -3.39965)
C (4.43841, -0.19497, -1.56799)
F (4.86305, -0.76118, -0.41092)
F (5.27488, 0.85630, -1.79961)
F (4.72832, -1.10682, -2.51008)
H (4.35478, 3.89185, 2.86843)
H (5.44130, 2.76927, 2.04570)
H (4.47235, 2.22185, 3.41136)
H (1.84596, 3.70598, 2.49790)
H (0.06355, 2.99388, 0.98639)
H (0.59680, 3.69843, -1.47017)
H (-0.98854, 5.37160, -2.25451)
H (-3.44398, 6.04289, -2.43641)
H (-4.68496, 4.78790, -2.45942)
H (-3.67400, 5.05488, -3.87632)
H (-4.07176, 2.46003, -2.13281)
H (4.58969, 1.24354, 0.40684)
C (2.66623, -1.77508, 1.66651)
C (1.20713, -1.43311, 1.53684)
O (0.50113, -2.03169, 0.75246)
C (0.60182, -0.37246, 2.39654)
C (-0.68878, 0.06423, 2.09029)
C (-1.28465, 1.02078, 2.89753)
C (-0.60800, 1.53452, 3.99767)
C (0.67759, 1.10648, 4.29427)
C (1.28565, 0.15732, 3.48543)
H (2.96819, -2.26384, 0.74357)
H (2.79520, -2.44276, 2.52509)
H (3.27353, -0.88325, 1.81339)
H (-1.18507, -0.31849, 1.19873)
H (-2.27445, 1.38033, 2.64882)
H (-1.07940, 2.28992, 4.61723)
H (1.21351, 1.52697, 5.13728)
H (2.29824, -0.16136, 3.69757)
C (0.13497, -5.94926, -1.99544)
S (0.36730, -4.32480, -1.23770)
O (-0.23092, -3.37707, -2.23308)
C (-0.87136, -4.52558, 0.05402)
C (-1.87294, -3.56940, 0.11898)
C (-2.78159, -3.62255, 1.16966)
C (-2.68839, -4.61707, 2.13270)
C (-1.67070, -5.56137, 2.06105)
C (-0.74950, -5.50926, 1.02503)
H (-0.89902, -6.02427, -2.32901)
H (0.37794, -6.73922, -1.28584)
H (0.81465, -5.98921, -2.84553)
H (-1.93475, -2.73779, -0.57793)
H (-3.53517, -2.84760, 1.23050)
H (-3.39173, -4.64525, 2.95663)
H (-1.58032, -6.32806, 2.82173)
H (0.06494, -6.22507, 0.99509)

## Properties
Net charge   -2
Largest force on an atom   0.6 eV Å⁻¹
LUMO   3.7 eV
Energy above the lowest of the compared OMol25 structures with the same formula, charge and spin   0.00 kJ/mol
HOMO energy   -0.493 eV
Frontier orbital gap   4.204 eV

No. 3
Below is a structure of composition C35H28F5IN3O7W in a non-equilibrium geometry, with properties calculated with ωB97M-V/def2-TZVPD.

Cartesian coordinates (Å):
W (-0.66844, -0.06711, 0.82179)
C (-1.43534, 1.07929, -2.75271)
C (-0.89294, -0.29731, -2.94611)
N (-1.18364, -0.99061, -4.01551)
C (-0.88014, -2.26861, -4.14291)
C (-0.39584, -3.00981, -3.08221)
C (-0.14214, -4.49041, -3.25871)
O (1.03026, -4.95201, -2.63731)
C (-0.12084, -2.33201, -1.86871)
C (0.19966, -2.95721, -0.65261)
N (0.37266, -2.25981, 0.47629)
C (0.83976, -2.93611, 1.59639)
C (0.50946, -4.25781, 1.93589)
C (1.01716, -4.84131, 3.07789)
C (1.87776, -4.14391, 3.91319)
C (2.22356, -2.83301, 3.61409)
C (1.69976, -2.26761, 2.47309)
I (2.10706, -0.21151, 1.88569)
C (-0.18054, -0.89911, -1.87821)
O (0.35006, -0.20751, -0.90511)
H (-2.00244, 1.38159, -3.62761)
H (-0.63194, 1.78159, -2.53761)
H (-2.10464, 1.05199, -1.88501)
H (-1.04494, -2.70541, -5.11551)
H (-0.14504, -4.73041, -4.32871)
H (-0.96564, -5.04041, -2.78731)
H (1.79796, -4.74051, -3.18121)
H (0.34036, -4.03191, -0.65211)
H (-0.18514, -4.80261, 1.31459)
H (0.73436, -5.85321, 3.32289)
H (2.27016, -4.61391, 4.79899)
H (2.88496, -2.27471, 4.25469)
C (-1.46774, 1.80529, 2.98109)
O (-0.49934, 1.00969, 2.35989)
H (-1.00864, 2.41329, 3.77139)
H (-2.25864, 1.18249, 3.42939)
H (-1.93804, 2.47349, 2.23829)
F (-2.74564, -2.65891, 0.68509)
C (-2.40244, -2.55301, 1.98999)
C (-1.46354, -1.57801, 2.33679)
C (-1.10604, -1.63781, 3.68689)
F (-0.14814, -0.77541, 4.11479)
C (-1.61264, -2.54021, 4.61599)
F (-1.16494, -2.53401, 5.87209)
C (-2.57284, -3.46231, 4.20789)
F (-3.08844, -4.33201, 5.07149)
C (-2.96694, -3.46881, 2.87269)
F (-3.86864, -4.35201, 2.44459)
C (0.65506, 4.83639, -3.04511)
O (1.24056, 4.13079, -1.96881)
C (1.73476, 2.88539, -2.16631)
C (1.60486, 2.16689, -3.35161)
C (2.18256, 0.91819, -3.49861)
C (2.95566, 0.38279, -2.47971)
C (3.10276, 1.08059, -1.29971)
C (2.46106, 2.30429, -1.10301)
N (2.69546, 2.96979, 0.09979)
C (1.96616, 3.89089, 0.71779)
C (0.58926, 4.15429, 0.53669)
C (0.11636, 5.46279, 0.73959)
C (-1.19214, 5.79959, 0.48619)
C (-2.10214, 4.82049, 0.08209)
C (-1.70404, 3.51059, -0.03441)
C (-0.36094, 3.12579, 0.19249)
O (-0.01154, 1.87589, 0.14409)
H (0.48506, 5.84489, -2.66991)
H (-0.30404, 4.40059, -3.33841)
H (1.32006, 4.88369, -3.91091)
H (1.03686, 2.57979, -4.16881)
H (2.04556, 0.37719, -4.42291)
H (3.44656, -0.57021, -2.60311)
H (3.72416, 0.68759, -0.50461)
H (3.59666, 2.74489, 0.51109)
H (2.50476, 4.49669, 1.43679)
H (0.82136, 6.22549, 1.03129)
H (-1.52364, 6.81619, 0.61229)
H (-3.12694, 5.09369, -0.11611)
H (-2.41654, 2.72669, -0.27161)
O (-2.41764, 0.53029, 0.71579)
O (-2.08864, -0.42331, -0.26101)

## Properties
Net charge   +1
Largest force on an atom   2.9 eV Å⁻¹
LUMO   -4.1 eV
Energy above the lowest of the compared OMol25 structures with the same formula, charge and spin   216.64 kJ/mol
HOMO energy   -10.921 eV
Frontier orbital gap   6.845 eV

Question: Among the records above, which one has the highest energy above the lowest of the compared OMol25 structures with the same formula, charge and spin?
Answer: C35H28F5IN3O7W